(1)
Below is 8 unconnected molecules or ions with the total composition C59H55N2O15 in a non-equilibrium geometry, with properties calculated with the ωB97M-V functional and the def2-TZVPD basis.

Element x y z (Å)
C -3.463 -0.395 5.739
C -3.455 0.475 4.918
C -3.502 1.569 3.938
C -2.777 1.155 2.688
N -3.529 0.529 1.753
C -3.061 0.055 0.588
C -4.003 -0.616 -0.366
C -3.635 -2.090 -0.624
C -4.127 -3.019 0.515
N -3.153 -3.192 1.605
C -1.719 0.212 0.325
C -0.915 0.868 1.235
C -1.431 1.358 2.441
C -0.597 2.089 3.482
C 0.674 2.731 2.927
C 1.801 1.746 2.523
C 1.839 0.411 3.274
C 2.084 0.552 4.791
O 3.164 -0.245 5.215
C 2.910 -0.999 6.387
H -3.618 -1.123 6.501
H -3.101 2.466 4.400
H -4.565 1.752 3.749
H -4.520 0.410 1.935
H -5.028 -0.563 0.010
H -3.948 -0.085 -1.320
H -2.556 -2.197 -0.752
H -4.136 -2.439 -1.528
H -5.071 -2.616 0.884
H -4.337 -3.993 0.074
H -2.211 -3.078 1.254
H -3.305 -2.502 2.331
H -1.307 -0.180 -0.593
H 0.132 1.013 1.007
H -0.429 1.418 4.327
H -1.218 2.901 3.866
H 0.434 3.391 2.091
H 1.069 3.371 3.720
H 1.796 1.617 1.444
H 2.749 2.243 2.750
H 0.957 -0.198 3.045
H 2.696 -0.141 2.880
H 1.155 0.276 5.300
H 2.301 1.611 4.985
H 2.109 -0.588 7.006
H 3.799 -1.067 7.013
H 2.650 -2.023 6.094
C 4.803 1.598 -2.269
C 3.632 1.381 -1.684
C 2.891 2.472 -1.029
O 1.810 2.256 -0.501
C 3.488 3.825 -1.036
C 4.664 4.046 -1.616
C 5.413 2.949 -2.278
O 6.485 3.151 -2.810
H 5.361 0.812 -2.760
H 3.166 0.405 -1.663
H 2.922 4.603 -0.551
H 5.124 5.024 -1.633
C -1.195 3.349 -5.415
C 0.122 3.164 -5.472
C 0.828 2.353 -4.450
O 2.028 2.186 -4.482
C 0.009 1.754 -3.364
C -1.305 1.940 -3.309
C -2.012 2.752 -4.329
O -3.212 2.920 -4.272
H -1.730 3.938 -6.149
H 0.736 3.593 -6.254
H 0.545 1.168 -2.627
H -1.919 1.516 -2.524
C -5.256 4.407 -2.554
C -3.973 4.349 -2.203
C -3.545 3.652 -0.970
O -2.377 3.592 -0.640
C -4.599 3.018 -0.140
C -5.882 3.072 -0.485
C -6.313 3.774 -1.725
O -7.479 3.821 -2.039
H -5.590 4.912 -3.451
H -3.190 4.803 -2.796
H -4.258 2.519 0.752
H -6.666 2.615 0.107
C -4.679 -6.481 -2.350
C -4.412 -7.655 -2.916
C -5.398 -8.765 -2.874
O -5.161 -9.838 -3.387
C -6.687 -8.515 -2.181
C -6.949 -7.340 -1.617
C -5.963 -6.231 -1.658
O -6.207 -5.157 -1.142
H -3.974 -5.659 -2.368
H -3.487 -7.850 -3.424
H -7.392 -9.337 -2.164
H -7.881 -7.136 -1.106
C -1.371 -11.658 -3.131
C -1.900 -10.437 -3.103
C -1.378 -9.397 -2.184
O -1.851 -8.274 -2.145
C -0.245 -9.768 -1.301
C 0.283 -10.988 -1.329
C -0.239 -12.031 -2.248
O 0.243 -13.141 -2.275
H -1.739 -12.431 -3.793
H -2.726 -10.153 -3.740
H 0.121 -8.993 -0.639
H 1.109 -11.278 -0.692
C 2.835 8.855 2.273
C 3.136 7.614 1.902
C 3.916 7.348 0.670
O 4.188 6.212 0.331
C 4.352 8.515 -0.133
C 4.053 9.758 0.237
C 3.271 10.027 1.470
O 2.999 11.156 1.810
H 2.266 9.072 3.168
H 2.829 6.747 2.473
H 4.922 8.298 -1.027
H 4.362 10.623 -0.335
C 8.359 1.055 -0.701
C 9.674 0.872 -0.600
C 10.258 0.071 0.504
O 11.454 -0.095 0.598
C 9.320 -0.520 1.492
C 8.006 -0.337 1.391
C 7.424 0.464 0.287
O 6.222 0.627 0.197
H 7.916 1.637 -1.500
H 10.373 1.294 -1.311
H 9.765 -1.101 2.290
H 7.306 -0.758 2.101

Total charge = +1
Spin multiplicity = 1

---

(2)
Below is a molecular structure, C59H55N4O3PtS3Te in a non-equilibrium geometry, with properties calculated with the ωB97M-V functional and the def2-TZVPD basis.

Element x y z (Å)
Pt -0.071 0.466 0.256
C -6.488 7.239 -0.106
C -5.580 6.079 -0.369
C -4.991 5.386 0.690
C -4.144 4.317 0.452
C -3.877 3.938 -0.855
C -4.429 4.622 -1.927
C -5.288 5.676 -1.675
S -2.745 2.565 -1.096
O -1.879 2.863 -2.249
C -3.998 1.350 -1.631
C -4.967 1.092 -0.637
C -5.991 0.226 -0.877
C -6.070 -0.465 -2.107
C -7.097 -1.405 -2.351
C -7.150 -2.093 -3.531
C -6.168 -1.878 -4.516
C -5.160 -0.974 -4.309
C -5.087 -0.228 -3.107
C -4.029 0.712 -2.861
C -3.011 0.902 -3.940
C -3.347 1.524 -5.172
C -4.622 2.091 -5.402
C -4.903 2.712 -6.589
C -3.934 2.785 -7.605
C -2.686 2.260 -7.408
C -2.353 1.637 -6.185
C -1.043 1.164 -5.946
C -0.719 0.593 -4.750
C -1.718 0.434 -3.778
S -1.244 -0.106 -2.149
O 0.204 0.271 -2.027
C -1.135 -1.986 -2.341
C -1.055 -3.729 -1.108
C -0.866 -4.939 -1.955
C -0.673 -4.940 -3.283
C -0.374 -6.208 -4.022
C -0.770 -3.736 -4.121
C -1.018 -2.477 -3.747
H -6.813 7.261 0.932
H -7.364 7.204 -0.752
H -5.973 8.178 -0.319
H -5.190 5.695 1.708
H -3.690 3.782 1.276
H -4.191 4.330 -2.942
H -5.743 6.202 -2.505
H -4.896 1.620 0.305
H -6.763 0.074 -0.134
H -7.843 -1.571 -1.584
H -7.946 -2.801 -3.716
H -6.217 -2.428 -5.445
H -4.411 -0.825 -5.075
H -5.375 2.034 -4.628
H -5.881 3.145 -6.751
H -4.180 3.258 -8.545
H -1.935 2.321 -8.184
H -0.291 1.279 -6.715
H 0.292 0.276 -4.528
H -1.139 -3.980 -0.052
H -0.811 -5.877 -1.417
H -0.382 -7.071 -3.361
H 0.612 -6.133 -4.487
H -1.095 -6.371 -4.824
H -0.655 -3.922 -5.183
H -1.094 -1.724 -4.517
C -1.410 -1.290 5.496
C -0.116 -1.913 4.956
C 0.569 -0.987 4.015
N 0.520 -1.057 2.731
N 1.204 -0.054 2.091
C 1.787 0.791 2.926
N 2.510 1.837 2.538
S 1.498 0.390 4.590
H -1.854 -1.951 6.238
H -2.123 -1.138 4.690
H -1.214 -0.329 5.971
H -0.342 -2.836 4.421
H 0.547 -2.143 5.792
H 2.701 1.964 1.557
H 3.014 2.397 3.205
C -3.772 1.601 4.325
C -3.608 0.608 3.343
C -2.616 0.719 2.405
C -1.745 1.833 2.390
C -0.703 1.965 1.435
C 0.066 3.105 1.429
C -0.127 4.121 2.382
C -1.097 3.993 3.340
C -1.932 2.853 3.366
C -2.958 2.702 4.328
H -4.549 1.499 5.069
H -4.275 -0.245 3.335
H -2.485 -0.045 1.645
H 0.830 3.242 0.670
H 0.496 5.004 2.352
H -1.242 4.771 4.080
H -3.086 3.473 5.078
C -3.347 -3.309 -2.253
N -2.178 -2.767 -1.525
C -2.670 -2.020 -0.337
C -0.002 -2.600 -1.419
O 0.403 -1.882 -0.332
H -4.010 -3.805 -1.545
H -3.035 -4.028 -2.999
H -3.879 -2.491 -2.738
H -3.210 -2.712 0.308
H -3.342 -1.221 -0.651
H -1.826 -1.610 0.214
H 0.835 -2.964 -2.023
C 3.456 -4.272 1.857
Te 2.326 -2.692 0.899
C 3.350 -3.393 -0.846
C 4.102 -4.649 -0.514
C 4.729 -5.392 -1.509
C 5.415 -6.547 -1.178
C 5.488 -6.962 0.148
C 4.861 -6.233 1.141
C 4.161 -5.075 0.812
H 2.817 -4.896 2.487
H 4.163 -3.763 2.527
H 4.033 -2.588 -1.144
H 2.654 -3.546 -1.674
H 4.677 -5.068 -2.541
H 5.887 -7.134 -1.954
H 6.032 -7.861 0.404
H 4.915 -6.557 2.172

Total charge = +3
Relative energy (zero: lowest compared OMol25 entry of this formula, charge and spin) = 48.4 kcal/mol
Spin multiplicity = 1

---

(3)
Below is a molecular structure, C59H60IN11Na, with properties calculated with the ωB97M-V functional and the def2-TZVPD basis.

Element x y z (Å)
Na 0.499 -0.348 0.627
C 2.428 0.178 6.812
C 2.482 1.214 5.684
C 2.542 0.596 4.322
C 3.635 0.374 3.542
C 5.073 0.623 3.874
C 5.787 -0.639 4.370
C 3.140 -0.215 2.297
N 1.801 -0.327 2.347
C 1.390 0.130 3.549
C 0.069 0.073 4.017
C -1.077 -0.379 3.338
C -2.383 -0.633 3.943
C -2.715 -0.451 5.392
C -2.300 -1.649 6.252
C -3.173 -1.135 2.951
C -2.356 -1.143 1.739
C -2.798 -1.496 0.451
C -2.045 -1.554 -0.731
N -0.705 -1.412 -0.789
C -0.321 -1.571 -2.070
C 1.015 -1.601 -2.511
C 2.185 -1.449 -1.750
N 2.216 -1.078 -0.455
C 3.504 -1.046 -0.059
C 3.933 -0.608 1.202
C 4.371 -1.431 -1.174
C 3.550 -1.667 -2.233
C 3.922 -2.086 -3.620
C 3.856 -3.603 -3.820
C 5.862 -1.538 -1.117
C 6.338 -2.849 -0.483
C -1.498 -1.801 -2.912
C -2.572 -1.812 -2.074
C -4.010 -2.057 -2.412
C -4.423 -3.521 -2.224
C -1.476 -2.025 -4.392
C -1.165 -3.478 -4.769
N -1.121 -0.682 2.024
C -4.571 -1.658 3.056
C -4.620 -3.184 3.186
H 2.356 0.658 7.790
H 1.568 -0.483 6.689
H 3.323 -0.445 6.801
H 1.604 1.864 5.745
H 3.354 1.858 5.828
H 5.592 1.006 2.990
H 5.142 1.404 4.636
H 5.744 -1.427 3.617
H 6.836 -0.440 4.602
H 5.303 -1.020 5.271
H -0.081 0.381 5.048
H -2.215 0.446 5.769
H -3.790 -0.278 5.505
H -1.238 -1.860 6.116
H -2.484 -1.465 7.313
H -2.853 -2.542 5.957
H -3.851 -1.747 0.359
H 1.160 -1.816 -3.566
H 5.008 -0.558 1.349
H 3.251 -1.601 -4.335
H 4.928 -1.728 -3.854
H 2.854 -3.973 -3.597
H 4.107 -3.883 -4.845
H 4.550 -4.109 -3.146
H 6.275 -1.451 -2.126
H 6.268 -0.700 -0.542
H 6.001 -3.703 -1.072
H 7.427 -2.887 -0.414
H 5.924 -2.958 0.521
H -4.645 -1.428 -1.786
H -4.200 -1.759 -3.448
H -4.189 -3.856 -1.213
H -5.493 -3.658 -2.395
H -3.881 -4.166 -2.918
H -2.439 -1.738 -4.823
H -0.725 -1.372 -4.848
H -1.913 -4.151 -4.348
H -1.150 -3.614 -5.853
H -0.194 -3.776 -4.372
H -5.075 -1.202 3.914
H -5.140 -1.370 2.169
H -4.119 -3.509 4.100
H -5.649 -3.551 3.210
H -4.107 -3.651 2.345
C -5.433 1.467 0.816
C -4.137 1.807 1.176
N -3.176 1.970 0.279
C -3.505 1.764 -0.993
C -4.800 1.386 -1.342
N -5.771 1.246 -0.449
C -2.465 1.989 -2.040
C -2.862 2.357 -3.322
C -1.906 2.619 -4.295
C -0.580 2.479 -3.914
C -0.269 2.081 -2.615
N -1.193 1.853 -1.687
C 1.161 1.917 -2.233
C 2.106 1.498 -3.166
N 3.403 1.442 -2.885
C 3.744 1.740 -1.638
C 2.795 2.059 -0.675
N 1.512 2.177 -0.979
C -2.285 3.056 -5.671
C -3.610 3.284 -6.035
C -3.909 3.693 -7.324
N -2.998 3.892 -8.273
C -1.732 3.672 -7.926
C -1.333 3.261 -6.665
H -6.211 1.362 1.562
H -3.870 1.942 2.217
H -5.065 1.173 -2.371
H -3.913 2.474 -3.534
H 0.229 2.683 -4.598
H 1.807 1.174 -4.157
H 4.799 1.702 -1.390
H 3.063 2.213 0.365
H -4.421 3.152 -5.334
H -4.941 3.871 -7.607
H -0.990 3.832 -8.700
H -0.280 3.103 -6.481
I 3.713 4.326 2.529
C 1.646 3.928 2.705
C 0.914 4.647 3.640
C -0.438 4.360 3.723
C -0.978 3.396 2.889
C -0.148 2.744 1.992
N 1.159 3.015 1.902
H 1.382 5.397 4.261
H -1.061 4.889 4.434
H -2.022 3.131 2.945
H -0.545 1.973 1.338

Total charge = -1
Relative energy (zero: lowest compared OMol25 entry of this formula, charge and spin) = 0.0 kcal/mol
Spin multiplicity = 1

---

| no. | calculated total energy (hartree) |
| --- | --- |
| 1 | -3518.80260 |
| 2 | -4306.79217 |
| 3 | -3346.75067 |